DFT (ωB97M-V/def2-TZVPD) results for a structure of composition C8H17InNO8.

As for the energy: -1161.382365 a.u. Its energy relative to the best compared isomer or geometry (same formula, charge and spin) is 126.9 kJ/mol. The charge is +1.

Each line ends with the Löwdin charge.
Atoms and positions in Å:
1 In 0.43 1.54 1.47  1.36
2 O -2.16 2.92 5.27  0.16
3 C -2.18 1.79 4.55  -0.74
4 O -1.68 1.77 3.40  0.01
5 O -2.62 0.75 5.05  0.20
6 H -2.43 2.56 6.14  0.15
7 O -3.78 0.45 -0.74  0.17
8 C -2.62 0.60 -0.13  -0.77
9 O -2.35 -0.05 0.91  0.01
10 O -1.72 1.40 -0.47  -0.01
11 H -4.26 -0.16 -0.15  0.15
12 C 1.23 -4.61 0.22  -0.09
13 O 0.87 -3.25 0.30  -0.18
14 C 0.59 -2.67 -0.94  -0.20
15 C 0.08 -1.24 -0.66  -0.14
16 N 1.14 -0.31 -0.21  -0.09
17 C 1.97 0.25 -1.26  -0.17
18 C 1.24 1.30 -2.08  -0.22
19 O 0.97 2.36 -1.20  -0.30
20 C 1.03 3.66 -1.77  -0.06
21 H 1.65 -4.91 1.18  0.09
22 H 1.95 -4.79 -0.58  0.09
23 H 0.36 -5.24 0.05  0.10
24 H -0.29 -3.12 -1.41  0.14
25 H 1.44 -2.71 -1.63  0.13
26 H -0.72 -1.28 0.07  0.11
27 H -0.31 -0.86 -1.61  0.13
28 H 1.73 -0.86 0.42  0.12
29 H 2.36 -0.53 -1.93  0.14
30 H 2.85 0.70 -0.82  0.14
31 H 0.33 0.97 -2.60  0.14
32 H 1.81 1.57 -2.97  0.14
33 H 0.35 3.71 -2.63  0.11
34 H 2.00 3.90 -2.20  0.10
35 H 0.73 4.42 -1.05  0.10